No. 1
Density functional theory data (ωB97M-V/def2-TZVPD) for an isolated molecule of C6H10.

HOMO energy   -9.7 eV
LUMO energy   1.23 eV
SMILES string   C1C[C@@H]2C[C@@H]2C1
Orbital gap   10.935 eV
ΔE to the lowest compared entry with this formula, charge and spin   0.658 eV

```
! RIJCOSX wB97M-V def2-TZVPD def2/J DEFGRID3
* xyz 0 1
H 1.116 1.469 -1.166
H 2.507 -0.099 0.394
H 1.135 0.106 1.512
C -1.455 -0.030 0.695
H 0.795 2.101 0.492
H -1.101 0.007 1.732
C -0.755 -0.763 -0.423
H -1.373 -1.242 -1.162
C 0.669 -1.237 -0.202
H 0.745 -2.098 0.479
C 1.379 -0.025 0.432
H 1.227 -1.526 -1.129
H -2.572 0.055 0.605
C 0.727 1.259 -0.202
H -1.410 1.324 -1.089
C -0.743 0.779 -0.412
*
```

=====

No. 2
Density functional theory data (ωB97M-V/def2-TZVPD) for C48H50AsClN3PS3Se2Zr as an isolated structure.

HOMO energy   -12.0 eV
LUMO energy   -6.16 eV
Orbital gap   5.802 eV

```
! RIJCOSX wB97M-V def2-TZVPD def2/J DEFGRID3
* xyz 2 1
H -3.221 -8.016 -3.171
H -3.190 0.655 -5.334
C 1.611 2.924 -4.419
H 4.351 2.971 -0.622
C -1.781 -5.410 -1.565
C -3.036 0.621 0.874
H -1.445 -6.327 -3.475
C -2.529 -5.415 -0.392
C -4.022 -3.817 1.600
C 0.620 3.061 -3.459
H 3.749 3.195 1.914
H -0.069 3.689 3.571
H 0.025 0.575 2.317
H 1.631 -2.151 2.064
H -7.669 -3.170 2.725
C -0.669 -1.875 0.004
C -2.232 1.280 -2.148
C 3.641 -3.389 -0.387
S -0.851 4.714 0.032
H 2.422 5.949 1.622
C 4.150 -3.410 0.981
C -5.670 -3.627 3.352
H 4.078 5.499 1.232
H -0.551 7.073 -0.236
H -1.334 1.072 4.317
H -4.762 -3.500 -0.394
H -4.071 -6.423 0.707
C -1.650 0.515 0.980
C -3.498 -6.397 -0.213
C 3.702 -2.559 1.910
H 3.971 -4.106 -1.123
C 7.129 1.577 0.692
H -1.615 5.141 2.249
H 6.673 3.555 -0.004
C 0.203 4.078 2.591
C -3.191 1.072 3.237
H -3.599 -4.088 3.684
H -7.076 -3.071 0.324
S 2.548 4.929 -0.518
C 2.522 -1.658 1.650
C -3.797 0.907 1.999
H 0.339 6.465 1.156
H 4.960 -4.093 1.203
C -2.692 0.520 -4.383
C -1.441 0.153 -1.923
H 4.902 -0.949 0.579
C -1.068 4.319 1.787
C -1.886 -0.590 -4.174
C -1.813 0.955 3.353
H 3.428 1.870 -4.924
C 2.822 -2.374 -0.707
P -0.537 -0.056 -0.356
H -3.500 2.314 -3.527
N 4.481 1.010 0.023
C -3.019 -7.297 -2.389
C -2.865 1.451 -3.370
Cl 7.587 -0.995 1.403
C -3.747 -7.330 -1.208
C -6.314 -3.285 1.063
H -0.317 -1.941 1.037
C 0.744 2.368 -2.271
H -4.872 0.989 1.911
C 2.930 3.889 2.094
H 0.045 -2.420 -0.615
H -4.510 -8.083 -1.061
C 2.649 2.033 -4.192
As -2.173 -4.130 1.037
Se 3.864 -0.170 -2.760
H -2.312 -2.711 -1.143
C 5.298 0.052 0.486
C -1.049 0.685 2.229
H -5.928 -3.680 4.402
C -1.265 -0.774 -2.948
C 0.104 6.274 0.109
H -0.995 -4.673 -1.708
C 1.350 6.278 -0.768
C 6.617 0.292 0.829
C -5.011 -3.523 0.662
H -2.362 2.018 -1.364
H 8.147 1.796 0.983
C -2.060 -2.484 -0.108
C 5.000 2.233 -0.167
S 1.423 2.883 1.894
H 0.750 5.008 2.733
H -2.818 -1.810 0.285
H 1.909 -0.029 2.976
H 3.597 0.038 2.507
C 2.593 -0.189 2.144
H 4.133 -2.525 2.903
H -3.795 1.282 4.109
H 0.036 2.512 -1.470
H -0.661 -1.656 -2.788
C 3.046 5.150 1.223
H 1.878 7.224 -0.659
H 2.974 4.185 3.142
C -4.361 -3.862 2.948
C 6.305 2.552 0.159
Zr 2.170 0.497 0.028
C 2.645 1.311 -3.013
H -3.526 0.475 -0.079
H 1.075 6.160 -1.815
H 1.566 3.484 -5.344
H -1.705 3.436 1.779
C -6.647 -3.340 2.412
H -1.741 -1.320 -4.960
C -2.028 -6.341 -2.562
H -0.242 3.693 -3.624
Se 2.321 -1.905 -2.526
N 2.330 -1.472 0.189
N 1.744 1.509 -2.039
*
```

=====

No. 3
Density functional theory data (ωB97M-V/def2-TZVPD) for a 2-piece molecular cluster, C3H4OS overall.

HOMO energy (spin up / spin down)   -7.5 / -7.5 eV
LUMO energy (spin up / spin down)   -2.80 / -2.80 eV
Orbital gap (spin up / spin down)   4.658 / 4.657 eV
ΔE to the lowest compared entry with this formula, charge and spin   6.218 eV

```
! RIJCOSX wB97M-V def2-TZVPD def2/J DEFGRID3
* xyz 0 1
H -0.424 1.478 1.000
H 3.742 0.426 -1.335
C -2.870 -0.307 -0.379
S 2.308 -0.916 -0.103
C -0.647 0.408 0.781
H -0.232 -0.436 1.367
O 3.670 -0.039 -0.499
C -1.845 0.086 0.138
H -3.701 -0.700 -0.969
*
```

=====

No. 4
Density functional theory data (ωB97M-V/def2-TZVPD) for an isolated molecule of C10H15O3P.

HOMO energy   -8.6 eV
LUMO energy   0.93 eV
SMILES string   COP(OC)OCCc1ccccc1
Orbital gap   9.559 eV
ΔE to the lowest compared entry with this formula, charge and spin   3.671 eV

```
! RIJCOSX wB97M-V def2-TZVPD def2/J DEFGRID3
* xyz 0 1
C 1.499 -0.654 0.810
H -4.140 2.238 0.134
O -0.753 1.209 -2.398
C -0.588 -2.088 1.479
C -3.409 2.987 -0.182
H -2.367 -1.864 0.315
H 0.011 0.603 -4.155
H -3.716 3.739 -1.077
C 3.202 -2.438 1.957
C -0.297 0.188 -3.153
H 1.523 -3.655 2.386
H -0.852 -1.919 -0.659
H 3.741 -3.103 2.571
H 0.563 -0.275 -2.800
H 0.665 -0.013 0.347
C 2.845 -0.322 0.680
O -2.275 2.237 -0.717
O -1.498 0.006 -0.154
C 3.745 -1.353 1.272
H 4.826 -1.007 1.125
C -1.384 -1.435 0.164
C 0.932 -1.814 1.452
H -0.891 -3.098 1.390
H -0.860 -1.637 2.389
P -2.126 0.947 -1.569
C 1.866 -2.699 1.986
H 3.179 0.595 0.264
H -2.928 3.626 0.538
H -1.173 -0.503 -3.201
*
```